Entry 1:
Formula: C9H22NO2
Source: the OMol25 dataset
Level of theory: ωB97M-V with the def2-TZVPD basis set

Structure (XYZ):
```
34
C9H22NO2 | the OMol25 dataset | ωB97M-V with the def2-TZVPD basis set
C -1.890 -2.992 0.980
C 2.741 2.276 1.026
C 1.933 -0.960 -1.464
C -2.112 0.640 -2.367
C -0.920 -1.836 1.478
C 1.318 1.654 1.154
C 1.676 0.413 -0.918
C -1.943 0.831 -0.891
C -1.239 -0.540 0.900
N 1.237 0.336 0.500
O -1.606 0.313 1.787
O -1.364 -0.345 -0.352
H -1.717 -3.889 1.567
H -1.645 -3.255 -0.105
H -2.874 -2.758 1.183
H 3.406 1.666 1.737
H 3.117 2.054 0.042
H 2.885 3.290 1.227
H 2.752 -1.408 -1.106
H 0.996 -1.546 -1.366
H 2.070 -0.797 -2.497
H -3.135 0.085 -2.352
H -2.169 1.510 -2.925
H -1.377 -0.016 -2.738
H -1.183 -1.813 2.498
H 0.156 -1.975 1.291
H 0.552 2.364 0.643
H 1.138 1.528 2.263
H 0.958 0.919 -1.543
H 2.749 0.896 -1.006
H -2.943 0.887 -0.435
H -1.432 1.713 -0.667
H 1.979 -0.351 0.989
H -2.116 1.106 1.469
```

Summary:
Kohn-Sham gap (spin up / spin down)	5.3 / 6.6	eV
<S²>	2.008
charge	+1
multiplicity	3
E_HOMO (spin up / spin down)	-8.098 / -14.409	eV

---

Entry 2:
Formula: C12H45FeO11
Source: the OMol25 dataset
Level of theory: ωB97M-V with the def2-TZVPD basis set

Structure (XYZ):
```
69
C12H45FeO11 | the OMol25 dataset | ωB97M-V with the def2-TZVPD basis set
Fe -0.532 -3.117 -0.323
C -0.092 0.650 0.272
C 0.061 -0.137 -1.027
O 0.434 -1.487 -0.898
H -0.955 1.319 0.320
H 0.719 1.348 0.492
H -0.209 0.028 1.167
H 0.822 0.390 -1.614
H -0.862 -0.034 -1.609
C 2.030 2.642 3.097
C 3.496 2.512 3.410
O 4.017 1.444 2.584
H 1.718 2.784 2.062
H 1.625 3.563 3.543
H 1.383 1.889 3.559
H 3.678 2.321 4.466
H 4.034 3.415 3.118
H 4.560 0.859 3.120
C -5.218 1.718 -1.372
C -3.767 1.990 -1.697
O -3.347 1.379 -2.912
H -5.390 0.649 -1.240
H -5.834 2.100 -2.189
H -5.535 2.230 -0.462
H -3.179 1.552 -0.874
H -3.537 3.048 -1.788
H -3.457 0.425 -2.862
C 1.024 -6.653 -1.531
C 1.915 -5.562 -0.959
O 1.178 -4.431 -0.485
H 1.536 -7.196 -2.326
H 0.117 -6.234 -1.968
H 0.796 -7.439 -0.809
H 2.506 -5.221 -1.816
H 2.642 -5.942 -0.242
H 1.853 -3.801 -0.125
C -2.510 1.425 2.811
C -2.393 -0.071 3.124
O -3.422 -0.433 4.017
H -1.600 1.826 2.367
H -2.763 2.004 3.696
H -3.358 1.535 2.129
H -1.399 -0.261 3.540
H -2.459 -0.726 2.245
H -4.279 -0.468 3.586
C 0.228 4.100 -2.906
C 0.904 3.891 -1.586
O 2.284 3.610 -1.843
H -0.746 4.584 -2.823
H 0.092 3.216 -3.529
H 0.866 4.777 -3.483
H 0.522 2.997 -1.073
H 0.745 4.727 -0.898
H 2.698 3.244 -1.057
O 1.896 -1.265 3.016
H 2.152 -1.195 3.944
H 1.712 -0.354 2.737
O 2.902 -2.458 -0.083
H 3.725 -2.004 0.130
H 2.307 -1.770 -0.446
O 1.082 -2.399 -3.717
H 1.550 -1.770 -4.278
H 0.966 -1.938 -2.872
O 0.180 -2.970 1.699
H -0.430 -3.158 2.428
H 0.763 -2.234 2.027
O -0.647 -0.101 -4.549
H -1.076 0.714 -4.843
H -0.721 -0.077 -3.592
```

Summary:
Kohn-Sham gap (spin up / spin down)	7.5 / 7.3	eV
<S²>	6.007
charge	+1
multiplicity	5
ΔE to the lowest compared entry with this formula, charge and spin	51.23	kJ/mol
E_HOMO (spin up / spin down)	-12.290 / -12.290	eV

---

Entry 3:
Formula: C3H2LiMgO3
Source: the OMol25 dataset
Level of theory: ωB97M-V with the def2-TZVPD basis set

Structure (XYZ):
```
10
C3H2LiMgO3 | the OMol25 dataset | ωB97M-V with the def2-TZVPD basis set
O -2.442 -0.919 -2.424
C -1.608 -0.046 -2.267
O 1.401 -1.077 -0.076
C 1.429 -0.808 1.127
C 0.680 0.432 1.664
O 0.033 1.150 0.898
Mg 0.004 0.115 -0.770
H 1.944 -1.387 1.894
H 0.805 0.599 2.734
Li -2.245 1.942 -2.781
```

Summary:
Kohn-Sham gap (spin up / spin down)	2.7 / 2.8	eV
<S²>	0.777
charge	0
multiplicity	2
ΔE to the lowest compared entry with this formula, charge and spin	13.78	kJ/mol
E_HOMO (spin up / spin down)	-4.397 / -4.673	eV

---

Entry 4:
Formula: C8H7NO3
Source: the OMol25 dataset
Level of theory: ωB97M-V with the def2-TZVPD basis set

Structure (XYZ):
```
19
C8H7NO3 | the OMol25 dataset | ωB97M-V with the def2-TZVPD basis set
C -1.934 -0.323 -0.477
C -1.356 -1.807 -0.454
C 0.869 -0.821 -0.307
C 2.124 -1.044 0.213
C 3.109 0.192 0.516
C 2.556 1.316 0.865
C 1.193 1.502 0.651
C 0.307 0.469 0.332
H -2.576 1.618 -0.606
H -1.602 -2.462 -1.333
H -1.328 -2.334 0.452
H 2.442 -2.046 0.119
H 4.045 -0.177 1.225
H 3.244 1.977 1.482
H 0.483 2.337 1.249
N -1.167 0.477 0.322
O -1.744 1.785 0.160
O -3.017 0.076 -1.012
O 0.042 -1.755 -0.758
```

Summary:
structure (SMILES)	O=C1COc2ccccc2N1O
Kohn-Sham gap	9.3	eV
charge	0
multiplicity	1
ΔE to the lowest compared entry with this formula, charge and spin	553.57	kJ/mol
E_HOMO	-8.969	eV

---

Entry 5:
Formula: C2H11N4O
Source: the OMol25 dataset
Level of theory: ωB97M-V with the def2-TZVPD basis set

Structure (XYZ):
```
18
C2H11N4O | the OMol25 dataset | ωB97M-V with the def2-TZVPD basis set
C 0.423 1.179 1.364
C -0.255 0.326 0.344
N -0.657 1.248 -1.103
N 0.951 -1.613 0.667
N 0.637 -0.632 -0.275
N 0.139 -1.082 -1.546
O -1.439 -0.218 0.685
H -0.252 1.935 1.763
H 1.322 1.642 0.966
H 0.729 0.514 2.175
H 0.055 1.957 -1.277
H -1.585 1.660 -1.037
H 0.195 -2.278 0.821
H 1.798 -2.098 0.407
H -0.556 0.433 -1.769
H -0.539 -1.841 -1.469
H 0.929 -1.384 -2.109
H -1.896 0.252 1.394
```

Summary:
structure (SMILES)	C[C@]([NH3+])(O)N(N)N
Kohn-Sham gap	10.9	eV
charge	+1
multiplicity	1
ΔE to the lowest compared entry with this formula, charge and spin	241.66	kJ/mol
E_HOMO	-13.954	eV

---

Entry 6:
Formula: C27H44CoN8O6S
Source: the OMol25 dataset
Level of theory: ωB97M-V with the def2-TZVPD basis set

Structure (XYZ):
```
87
C27H44CoN8O6S | the OMol25 dataset | ωB97M-V with the def2-TZVPD basis set
Co -0.643 0.302 -0.116
O -5.237 5.169 1.554
C -4.087 5.059 2.353
C -3.217 3.958 1.821
C -1.897 3.799 2.233
C -1.134 2.804 1.647
N -1.600 1.995 0.704
C -2.882 2.103 0.323
C -3.713 3.075 0.869
C -3.333 1.160 -0.715
C -4.659 1.102 -1.130
C -5.043 0.222 -2.134
C -6.471 0.187 -2.615
O -7.378 0.759 -1.720
C -4.056 -0.586 -2.694
C -2.763 -0.483 -2.220
N -2.394 0.359 -1.257
H -5.741 5.948 1.812
H -4.355 4.820 3.395
H -3.512 5.998 2.365
H -1.481 4.445 2.989
H -0.102 2.655 1.936
H -4.742 3.186 0.570
H -5.409 1.741 -0.692
H -6.747 -0.839 -2.893
H -6.532 0.800 -3.525
H -7.576 0.150 -1.001
H -4.300 -1.286 -3.478
H -1.989 -1.108 -2.643
N 0.281 -1.764 -0.590
C -0.562 -2.772 0.051
C 0.137 -4.076 0.450
C 0.923 -4.788 -0.656
C 2.332 -4.219 -0.910
N 3.074 -3.996 0.314
C 3.917 -4.821 0.907
N 4.390 -4.486 2.109
N 4.331 -5.950 0.332
C -1.128 -2.121 1.364
O -1.484 -2.823 2.280
O -1.134 -0.845 1.351
H 0.484 -2.003 -1.555
H 1.157 -1.724 -0.067
H -1.415 -2.982 -0.601
H -0.646 -4.739 0.819
H 0.793 -3.873 1.296
H 0.368 -4.758 -1.596
H 1.023 -5.837 -0.373
H 2.275 -3.258 -1.420
H 2.875 -4.894 -1.576
H 2.806 -3.155 0.838
H 4.033 -3.670 2.577
H 5.035 -5.076 2.605
H 4.009 -6.220 -0.580
H 5.019 -6.538 0.764
N 0.878 1.146 -0.963
C 1.470 1.616 -1.850
N 2.115 2.092 -2.851
C 3.234 3.020 -2.745
C 2.949 4.255 -3.615
O 2.637 3.881 -4.933
C 1.489 3.077 -4.989
C 1.706 1.771 -4.215
H 4.137 2.521 -3.116
H 3.379 3.318 -1.707
H 3.838 4.887 -3.673
H 2.123 4.832 -3.174
H 1.306 2.862 -6.043
H 0.618 3.610 -4.575
H 2.505 1.191 -4.690
H 0.786 1.185 -4.194
C 3.210 1.912 2.829
C 3.348 0.403 2.781
S 1.818 -0.377 2.069
O 2.269 -1.766 1.706
C 0.872 -0.525 3.635
C 1.264 -1.726 4.466
H 4.121 2.349 3.238
H 2.380 2.216 3.464
H 3.047 2.311 1.829
H 3.532 -0.012 3.770
H 4.155 0.106 2.112
H -0.176 -0.597 3.349
H 1.037 0.414 4.161
H 0.939 -2.642 3.979
H 0.770 -1.664 5.433
H 2.338 -1.775 4.641
```

Summary:
Kohn-Sham gap (spin up / spin down)	8.5 / 8.4	eV
<S²>	3.758
charge	+2
multiplicity	4
ΔE to the lowest compared entry with this formula, charge and spin	109.52	kJ/mol
E_HOMO (spin up / spin down)	-13.247 / -13.386	eV

---

Entry 7:
Formula: H80O40
Source: the OMol25 dataset
Level of theory: ωB97M-V with the def2-TZVPD basis set

Structure (XYZ):
```
120
H80O40 | the OMol25 dataset | ωB97M-V with the def2-TZVPD basis set
H 1.162 2.139 -0.558
H 1.907 3.453 -0.513
O 1.867 2.602 -0.943
H -2.961 3.558 1.257
H -3.926 3.143 0.257
O -3.893 3.748 0.997
H 1.806 -3.346 -3.886
H 0.699 -2.295 -3.899
O 1.615 -2.401 -3.874
H 0.374 3.849 2.091
H 1.714 4.231 1.809
O 0.790 4.698 1.797
H 3.325 -5.822 2.091
H 2.239 -5.336 0.999
O 2.559 -5.983 1.603
H 3.907 2.669 1.934
O 3.793 3.610 1.959
H 1.612 -4.817 3.532
O 1.193 -4.012 3.268
H -5.386 -1.226 0.256
H -6.499 -1.297 -0.828
O -6.072 -1.705 -0.076
H 4.353 0.420 -0.082
H 2.988 0.282 0.450
O 3.547 0.150 -0.380
H -3.732 2.477 3.128
H -5.098 2.823 2.581
O -4.474 2.062 2.662
H -0.909 2.679 -3.303
H 0.303 3.402 -2.322
O -0.548 3.257 -2.570
H -6.012 -0.546 -3.170
O -5.417 -1.282 -3.311
H -2.544 -5.770 -3.135
H -1.432 -5.403 -4.204
O -2.275 -5.235 -3.868
H 5.304 -1.718 0.345
H 6.175 -3.008 0.543
O 6.019 -2.166 0.929
H -2.154 0.410 -0.447
H -1.937 0.901 0.929
O -2.359 1.171 0.140
H -1.125 -4.784 -0.327
H -0.181 -5.930 -0.061
O -0.353 -4.990 0.228
H 1.918 1.501 5.509
H 0.757 0.627 5.951
O 1.224 0.924 5.116
H 4.969 3.085 -0.484
H 6.369 2.257 -0.056
O 5.491 2.318 -0.295
H -2.106 -1.847 -3.191
O -1.558 -2.464 -3.791
H 0.533 0.796 -5.636
H 1.871 0.960 -4.953
O 1.075 1.497 -5.247
H 1.509 -1.213 5.213
O 1.107 -2.015 4.886
H -5.906 0.298 2.386
H -5.797 0.973 0.890
O -6.307 0.392 1.492
H -1.298 -1.877 -0.654
H 0.179 -1.608 -0.590
O -0.645 -1.344 -0.154
H 1.155 6.012 -3.044
H 0.299 5.438 -1.912
O 1.164 5.559 -2.213
H -0.948 2.041 4.520
H -0.380 3.327 4.892
O -0.832 2.591 5.306
H 2.335 0.430 2.928
H 2.017 1.888 3.130
O 2.613 1.269 2.652
H -0.162 1.144 -3.142
H -0.373 1.281 -1.708
O -0.889 0.933 -2.446
H 6.080 0.551 -1.349
H 6.501 -0.935 -0.680
O 6.270 -0.072 -0.707
H 4.095 1.672 -2.485
H 3.367 0.368 -2.482
O 4.035 0.795 -2.969
H 2.479 3.988 -3.909
H 2.714 4.144 -2.405
O 3.240 4.033 -3.248
H 2.141 -2.729 -0.910
H 0.984 -2.916 -2.060
O 1.444 -2.388 -1.444
H -2.910 4.436 -2.435
O -3.819 4.096 -2.123
H -4.019 -1.752 -2.506
H -2.928 -0.789 -2.102
O -3.275 -1.701 -1.861
H -1.872 -3.342 -3.680
H 4.293 4.070 2.590
H 1.489 -2.547 4.225
H 0.335 -4.410 3.113
H -6.010 -1.960 -2.909
H -4.198 4.937 -1.950
O -3.872 1.174 -1.985
H -2.918 1.158 -2.121
H -4.312 1.968 -2.205
O -2.289 -1.836 4.801
H -2.467 -0.901 4.873
H -1.541 -1.988 4.068
O -1.449 -0.963 2.293
H -2.266 -0.675 1.943
H -0.987 -1.562 1.716
O 1.090 -1.059 2.538
H 0.933 -1.141 3.482
H 0.800 -1.857 2.133
O -3.833 -3.062 1.798
H -3.922 -2.476 1.095
H -4.706 -3.390 2.039
O 4.242 -3.356 -1.763
H 4.561 -2.737 -1.156
H 3.696 -2.871 -2.437
O -0.098 1.834 1.360
H -0.348 1.372 0.538
H -0.091 0.986 1.897
```

Summary:
Kohn-Sham gap	9.5	eV
charge	0
multiplicity	1
ΔE to the lowest compared entry with this formula, charge and spin	1165.18	kJ/mol
E_HOMO	-10.038	eV

---

Entry 8:
Formula: C31H62O12
Source: the OMol25 dataset
Level of theory: ωB97M-V with the def2-TZVPD basis set

Structure (XYZ):
```
105
C31H62O12 | the OMol25 dataset | ωB97M-V with the def2-TZVPD basis set
C -1.731 6.356 0.212
C -0.857 6.392 -1.049
O -1.507 7.197 -2.037
C -1.267 6.773 -3.356
C -2.434 6.018 -3.953
O -2.304 4.640 -3.628
O -3.457 4.261 -2.920
C -3.151 3.133 -2.226
O -2.387 3.184 -1.369
O -3.789 1.993 -2.472
C -3.318 1.279 -3.630
C -1.878 0.767 -3.529
C -1.220 0.697 -4.920
C 0.314 0.710 -4.892
C 0.935 -0.261 -3.878
C 2.241 0.228 -3.252
C 2.127 1.619 -2.654
O 2.575 2.558 -3.639
C 1.904 3.775 -3.482
H -2.689 6.809 -0.006
H -1.246 6.955 0.976
H -1.815 5.349 0.604
H 0.088 6.866 -0.787
H -0.675 5.391 -1.420
H -0.388 6.142 -3.439
H -1.048 7.655 -3.959
H -2.348 6.096 -5.039
H -3.391 6.441 -3.671
H -3.954 0.407 -3.703
H -3.441 1.828 -4.563
H -1.864 -0.242 -3.134
H -1.245 1.367 -2.877
H -1.521 -0.233 -5.404
H -1.589 1.494 -5.561
H 0.676 1.729 -4.796
H 0.641 0.383 -5.877
H 0.265 -0.545 -3.070
H 1.158 -1.182 -4.416
H 3.092 0.222 -3.925
H 2.456 -0.440 -2.420
H 1.102 1.815 -2.325
H 2.757 1.723 -1.782
H 2.161 4.226 -2.517
H 2.162 4.461 -4.283
H 0.813 3.655 -3.480
C 2.144 2.553 2.342
C 1.686 1.529 1.335
O 2.354 1.252 0.362
C 0.356 0.861 1.585
H 3.112 2.959 2.046
H 1.421 3.370 2.393
H 2.243 2.086 3.324
H -0.439 1.608 1.603
H 0.384 0.323 2.536
H 0.153 0.151 0.785
C 5.640 6.299 3.236
C 5.505 4.798 3.163
O 4.619 4.273 2.530
C 6.526 3.980 3.916
H 4.846 6.761 2.653
H 5.557 6.632 4.272
H 6.603 6.608 2.828
H 6.480 4.215 4.981
H 7.527 4.191 3.537
H 6.313 2.922 3.780
C -1.349 -4.301 3.261
C -0.423 -3.124 3.089
O -0.224 -2.335 3.986
C 0.248 -2.972 1.747
H -1.761 -4.292 4.269
H -2.169 -4.240 2.544
H -0.797 -5.232 3.113
H -0.506 -2.853 0.966
H 0.864 -3.848 1.537
H 0.883 -2.089 1.762
C -6.644 3.396 1.604
C -5.843 4.663 1.419
O -5.674 5.442 2.327
C -5.265 4.912 0.047
H -7.000 3.341 2.631
H -7.503 3.395 0.932
H -6.018 2.526 1.400
H -6.066 4.976 -0.692
H -4.580 4.106 -0.218
H -4.715 5.850 0.051
C 0.542 -9.423 3.387
C 1.151 -8.054 3.555
O 0.967 -7.173 2.745
C 2.003 -7.829 4.781
H -0.043 -9.447 2.470
H 1.326 -10.177 3.324
H -0.114 -9.647 4.229
H 2.851 -8.515 4.777
H 1.409 -7.985 5.682
H 2.377 -6.807 4.778
C -0.180 -13.746 0.671
C 0.688 -12.816 1.485
O 0.453 -12.592 2.650
C 1.861 -12.181 0.778
H -0.982 -14.131 1.297
H -0.616 -13.207 -0.171
H 0.414 -14.583 0.302
H 1.510 -11.576 -0.060
H 2.540 -12.953 0.413
H 2.400 -11.539 1.473
```

Summary:
structure (SMILES)	CCOCCOOC(=O)OCCCCCCCOC.CC(C)=O.CC(C)=O.CC(C)=O.CC(C)=O.CC(C)=O.CC(C)=O
Kohn-Sham gap	9.8	eV
charge	0
multiplicity	1
E_HOMO	-9.154	eV

---

| no. | molar mass (g mol⁻¹) |
| --- | --- |
| 1 | 176.28 |
| 2 | 421.33 |
| 3 | 117.29 |
| 4 | 165.15 |
| 5 | 107.14 |
| 6 | 667.70 |
| 7 | 720.60 |
| 8 | 626.82 |